DFT (wB97M-V/def2-TZVPD) results for a 2-piece molecular cluster, C7H13N overall at a distorted geometry.

The value obtained for the LUMO energy is 0.5 eV. The net charge is 0. The highest occupied orbital energy comes out at -0.27730 hartree. The calculation puts the relative energy (zero: lowest compared OMol25 entry of this formula, charge and spin) at 120.6 kcal per mole. As for the frontier orbital gap: 8.0 eV.

Cartesian coordinates (Å):
1 C 0.854 -0.449 -0.398
2 C 0.557 0.342 0.723
3 C 0.518 -1.907 -0.500
4 C -2.263 1.227 -1.323
5 C -2.048 1.219 0.158
6 C 2.275 0.273 0.562
7 C 2.938 -0.514 1.399
8 N -2.887 1.248 1.087
9 H 1.085 0.051 -1.336
10 H -3.858 1.257 0.764
11 H -0.955 1.254 0.465
12 H 0.146 -0.169 1.591
13 H 2.733 1.111 0.056
14 H 1.363 -2.413 -0.972
15 H -0.383 -2.087 -1.090
16 H 0.362 -2.352 0.481
17 H -1.829 0.326 -1.759
18 H -1.751 2.081 -1.768
19 H -3.324 1.266 -1.572
20 H 2.470 -1.367 1.868
21 H 3.998 -0.398 1.565

Force components x, y, z for each atom (eV/Å):
C -1.1 0.3 1.2
C 3.1 -0.3 -1.2
C 0.5 -0.2 -0.1
C -0.2 -0.1 0.1
C 1.3 0.6 -0.1
C -2.2 0.6 0.3
C 0.2 -0.7 -0.1
N -0.7 -0.1 0.6
H 0.4 0.0 0.1
H 0.1 -0.1 -0.2
H -1.4 0.1 -0.4
H 0.2 -0.2 0.1
H -0.1 -0.1 -0.2
H -0.2 -0.2 -0.1
H 0.0 0.1 -0.2
H 0.0 0.1 0.0
H 0.0 0.0 -0.1
H 0.0 0.0 0.0
H 0.0 0.0 -0.1
H -0.1 0.0 0.1
H 0.1 0.2 0.2

DFT (wB97M-V/def2-TZVPD) results for an isolated molecule of C7H13N at a distorted geometry.

The value obtained for the LUMO energy is 1.0 eV. As for the SMILES: C/C=C(/N)C=C(C)C. The net charge is 0. The highest occupied orbital energy comes out at -0.28094 hartree. The calculation puts the relative energy (zero: lowest compared OMol25 entry of this formula, charge and spin) at 59.3 kcal per mole. As for the frontier orbital gap: 8.6 eV.

Cartesian coordinates (Å):
1 C 1.389 0.829 1.277
2 C -0.057 0.419 1.134
3 C -0.465 -0.963 1.029
4 N -1.067 -1.692 2.027
5 C -0.209 -1.306 -0.277
6 C -0.095 -0.037 -0.951
7 C 1.049 0.170 -1.913
8 C -1.317 0.792 -1.300
9 H 1.564 1.833 0.872
10 H 1.686 0.860 2.333
11 H 2.054 0.134 0.764
12 H -0.731 1.085 1.689
13 H -1.178 -1.253 2.928
14 H -1.811 -2.326 1.780
15 H 0.006 -2.282 -0.701
16 H 0.706 0.329 -2.941
17 H 1.753 -0.665 -1.896
18 H 1.609 1.067 -1.624
19 H -1.084 1.860 -1.336
20 H -1.674 0.510 -2.301
21 H -2.130 0.637 -0.593

Force components x, y, z for each atom (eV/Å):
C 0.0 -0.1 0.1
C 0.1 0.1 -1.1
C 0.1 -0.2 -0.8
N -0.2 -0.2 0.4
C -0.1 -0.3 0.7
C -0.1 0.6 1.0
C 0.2 0.2 0.1
C 0.0 -0.1 -0.1
H -0.1 -0.1 0.0
H 0.0 0.0 -0.1
H 0.0 0.0 0.0
H 0.0 0.0 -0.1
H 0.0 0.0 -0.1
H 0.1 0.1 0.0
H -0.1 0.0 0.0
H 0.0 0.0 0.1
H -0.1 0.0 0.0
H 0.0 0.0 0.0
H 0.0 -0.1 0.0
H 0.0 0.0 0.1
H 0.0 0.0 0.0

DFT (wB97M-V/def2-TZVPD) results for an isolated molecule of C7H13N at a distorted geometry.

The value obtained for the LUMO energy is 0.9 eV. As for the SMILES: C=NC(=C)C(C)(C)C. The net charge is 0. The highest occupied orbital energy comes out at -0.31178 hartree. The calculation puts the relative energy (zero: lowest compared OMol25 entry of this formula, charge and spin) at 61.2 kcal per mole. As for the frontier orbital gap: 9.4 eV.

Cartesian coordinates (Å):
1 C -2.049 -2.116 -1.067
2 N -1.034 -1.720 -0.422
3 C -0.363 -0.500 -0.698
4 C -0.171 -0.335 -2.032
5 C 0.126 0.338 0.381
6 C -0.377 1.764 0.129
7 C 1.636 0.331 0.395
8 C -0.281 -0.099 1.792
9 H -2.327 -3.132 -0.797
10 H -2.601 -1.556 -1.871
11 H -0.384 -1.017 -2.916
12 H 0.040 0.625 -2.413
13 H 0.087 2.210 0.970
14 H -1.548 1.740 -0.045
15 H -0.047 2.149 -0.792
16 H 2.068 0.512 -0.623
17 H 1.958 0.996 1.174
18 H 2.011 -0.696 0.493
19 H -1.275 0.381 1.996
20 H 0.385 0.042 2.627
21 H -0.507 -1.235 1.834

Force components x, y, z for each atom (eV/Å):
C 0.4 0.1 0.1
N 0.3 -0.2 0.8
C -1.8 -3.0 -3.6
C -0.6 0.1 -0.6
C 0.5 0.7 0.9
C -2.4 -1.7 -0.2
C 0.9 -0.9 -2.1
C -3.0 -2.2 -0.1
H -0.6 0.0 -0.3
H 0.6 -0.3 0.7
H -0.1 0.4 1.9
H 1.1 1.1 -0.2
H -0.5 1.8 0.8
H 2.2 0.4 1.3
H 1.0 0.6 -1.0
H -0.4 0.8 0.8
H 0.7 0.2 0.2
H -0.2 0.1 0.9
H 0.8 -0.4 0.3
H 0.5 0.7 -0.1
H 0.4 1.8 -0.3

DFT (wB97M-V/def2-TZVPD) results for an isolated molecule of C7H13N.

The value obtained for the LUMO energy is 1.0 eV. As for the SMILES: C=C/C=C(\C)[C@H](C)N. The net charge is 0. The highest occupied orbital energy comes out at -0.31242 hartree. The calculation puts the relative energy (zero: lowest compared OMol25 entry of this formula, charge and spin) at 23.2 kcal per mole. As for the frontier orbital gap: 9.5 eV.

Cartesian coordinates (Å):
1 C 1.291 0.491 -2.789
2 C 1.328 -0.615 -2.057
3 C 0.862 -0.770 -0.689
4 C -0.220 -0.226 -0.127
5 C -1.213 0.615 -0.873
6 C -0.568 -0.489 1.324
7 C -0.770 0.840 2.077
8 N 0.426 -1.337 1.965
9 H 0.909 1.422 -2.408
10 H 1.678 0.513 -3.795
11 H 1.784 -1.506 -2.475
12 H 1.452 -1.450 -0.089
13 H -1.013 1.677 -0.733
14 H -1.165 0.399 -1.937
15 H -2.221 0.413 -0.515
16 H -1.515 -1.047 1.345
17 H 0.134 1.444 2.011
18 H -1.600 1.407 1.668
19 H -0.978 0.642 3.128
20 H 1.293 -0.821 2.079
21 H 0.107 -1.603 2.890

Force components x, y, z for each atom (eV/Å):
C 0.1 0.0 -0.1
C 0.1 0.0 -0.2
C 0.0 0.0 0.3
C -0.1 -0.2 0.0
C 0.1 -0.1 0.0
C 0.1 0.1 0.1
C -0.1 -0.3 -0.1
N 0.0 -0.2 0.1
H -0.1 0.2 0.1
H 0.1 -0.1 -0.2
H 0.0 0.0 -0.1
H 0.0 0.0 0.1
H -0.1 0.1 0.0
H 0.0 0.1 -0.1
H -0.1 0.0 0.0
H 0.1 0.1 -0.1
H 0.1 0.1 0.0
H -0.1 0.2 0.0
H 0.0 0.0 0.0
H 0.0 0.0 0.1
H 0.1 0.1 -0.1

DFT (wB97M-V/def2-TZVPD) results for an isolated ion of composition C7H13N and charge +1 at a distorted geometry.

The value obtained for the LUMO energy (alpha / beta) is -3.3 / -7.0 eV. The spin multiplicity is 2. The net charge is +1. The highest occupied orbital energy (alpha / beta) comes out at -0.50644 / -0.50845 hartree. The calculation puts the relative energy (zero: lowest compared OMol25 entry of this formula, charge and spin) at 20.7 kcal per mole. As for the frontier orbital gap (alpha / beta): 10.4 / 6.9 eV.

Cartesian coordinates (Å):
1 C 2.994 -1.514 1.748
2 C 1.484 -1.444 2.019
3 C 0.783 -1.029 0.767
4 C 0.294 0.234 0.644
5 N 0.136 0.806 -0.575
6 C -1.025 1.567 -1.037
7 C -3.077 0.978 -2.313
8 C -2.068 0.587 -1.547
9 H 3.448 -1.901 2.663
10 H 3.421 -0.509 1.682
11 H 3.349 -2.091 0.900
12 H 1.236 -0.812 2.868
13 H 1.210 -2.461 2.319
14 H 0.869 -1.689 -0.089
15 H 0.035 0.877 1.477
16 H 0.486 0.215 -1.328
17 H -1.455 2.214 -0.277
18 H -0.739 2.164 -1.901
19 H -3.311 1.963 -2.703
20 H -3.848 0.273 -2.601
21 H -2.135 -0.419 -1.146

Force components x, y, z for each atom (eV/Å):
C 0.8 1.0 1.0
C -0.7 -1.1 -0.5
C 1.6 -0.8 1.3
C -0.7 2.1 -1.6
N -0.5 -1.5 0.5
C -0.3 0.1 -0.4
C -0.5 -0.3 -0.3
C -0.9 0.4 0.1
H 0.0 -0.3 -0.2
H -0.1 0.0 -0.3
H -0.4 -0.2 -0.1
H 0.2 0.3 -0.1
H -0.3 0.1 -0.2
H 0.0 0.1 -0.1
H -0.1 -0.2 0.2
H 0.1 0.1 0.0
H 0.4 -0.1 0.3
H 0.3 0.2 0.2
H 0.7 0.2 0.1
H 0.1 -0.2 0.2
H 0.5 0.0 0.0

DFT (wB97M-V/def2-TZVPD) results for an isolated ion of composition C7H13N2 and charge +1 at a distorted geometry.

The value obtained for the LUMO energy is -3.7 eV. The net charge is +1. The highest occupied orbital energy comes out at -0.46768 hartree. The calculation puts the relative energy (zero: lowest compared OMol25 entry of this formula, charge and spin) at 114.8 kcal per mole. As for the frontier orbital gap: 9.0 eV.

Cartesian coordinates (Å):
1 C -1.669 -0.881 0.804
2 C -0.742 0.031 0.645
3 C -2.352 -1.170 -0.527
4 C -1.366 -0.453 -1.542
5 C 0.982 0.613 -0.993
6 C -0.534 0.516 -0.784
7 C 1.301 0.675 1.502
8 N 2.235 -0.371 1.720
9 N 1.623 1.185 0.161
10 H -2.126 -1.209 1.775
11 H -2.502 -2.187 -0.709
12 H -3.185 -0.533 -0.466
13 H -0.749 -1.255 -2.000
14 H -2.004 0.115 -2.240
15 H 1.389 -0.351 -1.180
16 H 1.148 1.227 -1.832
17 H -0.990 1.427 -0.767
18 H 1.146 1.322 2.297
19 H 1.928 -1.344 1.347
20 H 2.258 -0.501 2.711
21 H 2.628 1.007 0.122
22 H 1.583 2.136 -0.043

Force components x, y, z for each atom (eV/Å):
C -0.9 -0.4 1.8
C 3.4 0.5 0.4
C 2.6 2.7 0.7
C -1.1 -1.6 -1.1
C -2.5 -1.5 -1.2
C 1.9 -2.0 2.9
C -3.1 -3.3 -2.7
N -1.6 -1.8 -0.3
N 1.7 0.1 0.8
H 0.9 0.0 -1.0
H -0.6 -1.4 -0.4
H -1.9 0.0 -0.3
H -0.4 0.7 -0.2
H 0.6 -0.7 -0.3
H 0.3 -0.9 -0.1
H 0.7 0.8 -1.0
H -0.9 3.0 -0.5
H -0.1 1.5 0.9
H 0.6 2.3 0.5
H 0.5 -0.3 0.8
H 0.3 -0.3 -0.3
H -0.6 2.7 0.8

Which of these has the highest relative energy (zero: lowest compared OMol25 entry of this formula, charge and spin)?
number 1

What is the formula in the fourth record?
C7H13N